C29H39Br3ClCsF7Li2N4NaO10P2 | ωB97M-V/def2-TZVPD

Properties
**HOMO energy**: -5.936 eV
**2S+1**: 1
**Total charge**: 0

XYZ file:
```
99
Properties=species:S:1:pos:R:3:forces:R:3
C -0.33714 -4.87194 0.68778 0.5 -1.0 -0.4
C 0.66471 -4.33117 1.77590 -0.5 0.3 -0.1
C 0.77352 -2.76283 1.88292 0.8 0.0 0.2
C 1.17152 -2.08971 0.48463 0.2 -1.1 1.3
C 2.57785 -1.40890 0.65076 0.1 -0.9 -0.3
C 0.03707 -1.25355 -0.16839 -0.9 0.8 -1.9
Cl -1.71134 -1.61967 0.35281 1.0 -0.4 0.8
N -0.05055 -1.52931 -1.61009 0.2 0.6 -1.8
C -0.14358 -0.39492 -2.50922 1.9 -1.5 3.4
N -0.52653 -0.48042 -3.79455 -0.5 -0.7 0.7
C -0.58993 0.76348 -4.60802 -0.2 -0.2 -0.5
C -1.24700 0.63939 -6.02919 0.9 0.5 -0.4
N -1.00623 1.57224 -6.85977 -0.1 -0.5 0.7
C -0.89294 -1.82411 -4.39692 -1.3 -0.4 -0.1
C -2.45684 -2.05869 -4.48300 -0.3 -0.3 0.8
C -3.11776 -2.41465 -3.12889 -1.3 0.4 2.0
C -2.95738 -3.65180 -2.39588 -0.9 1.0 0.7
C -3.67485 -3.87443 -1.14751 -0.6 1.4 -0.5
C -4.59058 -2.87496 -0.60697 1.1 0.3 -1.7
C -4.74470 -1.62423 -1.32203 0.9 -1.6 -0.5
C -4.02247 -1.42109 -2.55102 0.4 -0.9 0.4
N 0.20945 0.69969 -1.67218 0.6 0.2 -1.6
C 1.35571 1.56778 -1.99686 0.7 0.3 -1.8
C 2.81881 0.91099 -1.93786 -0.1 -0.1 0.4
O 3.60937 1.37961 -1.17892 0.0 0.2 0.2
O 3.24019 -0.20058 -2.66158 -1.0 1.1 0.3
C 0.02358 0.31886 -0.25131 -2.3 1.4 0.8
C 0.66173 1.21361 0.85740 1.6 -0.2 0.1
P -0.19732 2.83755 1.09301 -2.5 2.6 0.8
O -1.61437 2.86085 0.62238 1.1 -0.9 -0.1
O -0.20750 3.24713 2.69681 0.8 -1.0 -1.9
O 0.59105 4.08108 0.32395 -0.2 -2.0 0.6
H -0.68621 -4.11079 -0.04904 0.1 -0.4 0.9
H -1.21233 -5.42901 1.11247 0.7 0.9 -0.2
H 0.22052 -5.64284 0.08342 -0.6 0.7 0.5
H 1.67175 -4.79159 1.57258 -0.8 0.7 0.3
H 0.30869 -4.72672 2.76862 0.1 0.1 -0.6
H 1.65364 -2.56889 2.57496 -0.7 0.1 -0.6
H -0.10144 -2.27088 2.36958 0.4 -0.6 -0.6
H 1.35989 -2.97889 -0.18528 -0.3 0.9 0.4
H 3.01271 -1.23929 -0.36147 -0.2 0.4 0.9
H 2.61129 -0.53002 1.32982 -0.2 -0.5 -0.7
H 3.24022 -2.18375 1.13116 -0.6 0.7 -0.5
H 0.45518 -2.32734 -1.97490 -0.5 -0.1 0.2
H 0.48392 1.06662 -4.79118 -1.1 0.0 0.2
H -1.17032 1.52400 -4.03367 0.6 -0.5 -0.3
H -1.86668 -0.20851 -6.40924 0.0 0.6 0.8
H -0.40601 2.29015 -6.43222 -0.2 0.0 -0.2
H -0.46216 -2.71449 -3.81404 -0.3 1.4 -0.6
H -0.47338 -1.93715 -5.49179 0.2 0.8 1.9
H -3.02686 -1.18321 -4.90543 0.6 -0.9 -0.2
H -2.63672 -2.94444 -5.16909 0.2 0.8 0.5
H -2.29133 -4.44889 -2.78765 -0.5 0.5 0.3
H -3.55800 -4.81485 -0.56119 0.0 0.8 -0.8
H -5.16194 -3.04762 0.33459 0.7 0.0 -0.9
H -5.44512 -0.85195 -0.93544 0.7 -0.6 -0.4
H -4.16873 -0.46466 -3.09726 0.1 -0.8 0.4
H 1.24460 1.97511 -3.04096 0.0 -0.5 0.9
H 1.41853 2.48782 -1.35653 -0.2 -1.1 -0.3
H 2.65412 -0.35869 -3.43289 0.3 0.6 0.3
H -1.06757 0.57317 -0.13091 1.0 -0.4 0.1
H 0.57255 0.66213 1.83286 -0.1 0.6 -0.8
H 1.76390 1.38917 0.70313 -1.0 -0.1 0.2
H -1.14445 3.36652 2.94044 0.3 -0.1 -0.1
H -0.10036 4.54317 -0.18997 0.3 -0.1 0.3
C -3.98656 0.11800 -7.76723 0.1 1.0 -1.0
O -4.17425 -0.92065 -6.91335 1.5 -0.9 0.7
H -4.11408 1.13938 -7.34825 -0.1 -0.1 0.4
H -2.98618 0.20696 -8.24812 0.2 -0.2 0.1
H -4.65396 0.16212 -8.65249 -0.2 -0.4 0.1
C 3.09574 5.33254 2.21099 0.5 -2.4 1.4
C 3.16276 6.70877 1.97473 0.1 1.7 -0.3
C 3.64069 7.51668 3.17821 0.3 -0.1 1.0
O 3.83392 8.71582 3.15596 -0.1 0.0 -0.4
C 3.87407 6.80129 4.43940 0.2 1.2 0.2
C 3.79537 5.43253 4.67599 -0.2 -1.8 -0.1
C 3.41547 4.61679 3.44020 -2.8 2.9 -1.6
O 3.35958 3.37637 3.41630 -3.7 0.1 2.6
O 3.99397 4.83485 5.74345 0.0 0.4 -0.3
O 2.88939 7.30162 0.93744 0.0 -0.5 0.2
H 2.77234 4.67856 1.40624 -0.1 0.2 -0.1
H 4.14288 7.45722 5.25995 0.0 -0.1 0.1
Na 1.66239 -1.86921 -4.33947 0.5 -0.8 -0.8
Li 1.20284 -4.02994 4.43380 -0.6 0.3 0.1
Cs 5.32422 3.13297 2.46460 5.9 -1.8 -2.5
F -4.18692 -3.16881 4.85973 -0.4 -1.6 -0.7
P -2.97672 -2.99169 5.92740 -1.3 0.3 1.0
F -3.14841 -3.39056 7.48826 -0.8 0.8 0.9
F -2.84339 -4.61563 5.89559 1.2 -1.0 -1.2
F -1.98305 -3.00793 4.62530 0.4 -0.3 -2.3
F -1.72721 -2.05767 6.39992 0.8 0.1 1.4
F -3.92601 -1.71729 6.24595 0.7 1.5 0.5
Li -1.55207 -2.60777 -6.91111 -1.1 0.4 -0.5
C 2.95327 2.26007 7.75770 0.2 0.2 -0.1
Br 2.99105 3.28884 9.39116 0.0 -0.2 -0.2
Br 4.34626 0.92796 7.71911 -0.5 0.0 0.1
Br 1.20938 1.47993 7.43477 0.1 0.0 0.0
H 3.15398 2.95055 6.93942 0.1 -0.1 0.1
F 6.10175 2.42864 7.03670 0.1 0.2 -0.3
```
Forces are in eV/Å.

Mulliken atomic charge list, values in e, 2 entries:
1 C -0.77
2 C -0.65

---

C29H39FINO17 | ωB97M-V/def2-TZVPD

Properties
**HOMO energy**: -9.193 eV
**SMILES**: NC1=C(CCCF)C(=O)C(I)=CC1=O.C[C@@H]1COC(=O)O1.C[C@@H]1COC(=O)O1.C[C@@H]1COC(=O)O1.C[C@@H]1COC(=O)O1.C[C@@H]1COC(=O)O1
**2S+1**: 1
**Total charge**: 0

XYZ file:
```
88
Properties=species:S:1:pos:R:3:forces:R:3
N 0.65015 -0.97569 4.08496 -0.3 -0.4 0.5
C -0.21246 -2.10450 3.88667 0.0 0.9 0.2
C 0.04883 -2.93325 2.89848 -0.2 -1.2 -0.3
C 1.17443 -2.75585 1.91371 -0.2 0.2 -0.7
C 0.55008 -2.24033 0.59094 -0.1 -0.5 -0.1
C -0.20229 -3.31023 -0.20717 -0.5 0.9 -0.3
F 0.39719 -4.54949 -0.16427 0.2 -0.1 0.0
C -0.89080 -4.11877 2.80329 -0.7 1.1 0.1
O -0.56460 -5.16504 2.36132 1.2 -2.0 -0.9
C -2.30824 -3.98934 3.30704 0.6 -0.3 -1.2
I -3.80563 -5.16523 2.41197 0.5 0.3 0.3
C -2.52906 -3.14409 4.27071 -0.8 0.7 0.9
C -1.39597 -2.32230 4.80328 0.2 -0.6 -2.1
O -1.41715 -1.82083 5.87665 -0.2 1.0 2.0
H 0.10543 -0.11968 4.03515 0.1 0.0 0.3
H 1.02418 -1.07509 5.02661 0.0 0.5 -0.1
H 1.77611 -3.65229 1.75297 -0.4 -0.2 0.0
H 1.87227 -1.98035 2.22258 -0.2 -0.1 0.5
H 1.30740 -1.81693 -0.07454 0.2 0.0 0.3
H -0.19204 -1.46678 0.86069 0.6 -0.3 -0.4
H -1.24054 -3.37100 0.13647 0.2 -0.5 0.2
H -0.26805 -3.01310 -1.26122 0.1 0.0 0.1
H -3.54401 -3.05210 4.64250 0.3 0.3 0.5
C -2.93205 0.50517 -2.93828 0.3 0.2 0.2
C -3.02665 -0.66449 -1.99160 -0.1 0.6 -0.6
C -4.36743 -0.82316 -1.32528 -0.2 -0.3 -0.1
O -4.01514 -1.49717 -0.10692 0.2 0.1 0.1
C -2.74422 -1.13814 0.18645 -0.1 0.1 -0.1
O -2.20190 -1.36703 1.22686 -0.4 0.1 0.2
O -2.16663 -0.48724 -0.84703 -0.3 -0.5 0.5
H -1.89009 0.76922 -3.12200 0.0 -0.1 -0.1
H -3.40944 0.26975 -3.88388 0.0 -0.1 0.1
H -3.41466 1.39162 -2.52084 0.0 -0.1 0.0
H -2.71677 -1.58292 -2.49909 0.0 -0.1 0.1
H -5.06878 -1.41454 -1.90911 0.0 -0.1 0.2
H -4.83113 0.13116 -1.06568 0.1 0.1 -0.1
C 3.06362 2.47535 0.62874 0.3 -0.4 -0.2
C 1.67586 2.50068 0.04110 0.6 0.0 0.4
C 0.90749 1.21291 0.17542 -0.3 0.0 0.2
O 0.00574 1.28494 -0.94049 0.3 0.3 -0.2
C 0.61510 2.03764 -1.88999 0.0 0.0 0.0
O 0.23298 2.14134 -3.01412 0.0 0.0 0.0
O 1.71677 2.65271 -1.39124 -0.4 -0.1 -0.1
H 3.66256 3.27721 0.21759 0.0 0.1 0.1
H 3.02765 2.58186 1.71277 0.0 0.1 0.0
H 3.57976 1.54096 0.39511 -0.2 -0.1 0.0
H 1.11432 3.34684 0.44744 -0.1 0.0 -0.1
H 0.35914 1.13816 1.11247 -0.2 0.0 -0.1
H 1.53076 0.32710 0.05470 0.1 0.1 0.0
C 1.95886 -5.75754 5.44549 -0.4 0.1 -0.2
C 3.34295 -5.18698 5.59444 -0.6 -0.4 0.0
C 3.60720 -4.48388 6.90034 0.2 -0.1 0.3
O 4.62305 -3.54373 6.52974 -0.1 0.0 -0.2
C 4.43645 -3.25945 5.20982 0.0 0.1 -0.1
O 4.97364 -2.37523 4.62881 0.0 0.0 0.0
O 3.54577 -4.12603 4.65526 0.4 0.3 0.2
H 1.73434 -5.93605 4.39320 0.1 -0.1 0.0
H 1.85444 -6.69224 5.99675 0.1 0.0 0.0
H 1.20521 -5.05817 5.81466 0.0 0.0 0.0
H 4.09319 -5.95993 5.40014 0.1 0.1 0.0
H 3.96006 -5.15279 7.68263 0.2 0.1 0.0
H 2.74327 -3.92441 7.26872 -0.1 -0.1 -0.1
C -4.69430 0.89954 -9.62369 -0.1 -0.3 0.0
C -4.76001 1.27540 -8.16223 0.0 -0.1 -0.7
C -3.42885 1.29912 -7.45608 0.2 0.3 0.1
O -3.80675 1.03401 -6.09928 -0.3 -0.2 -0.2
C -4.95024 0.29720 -6.14485 -0.1 -0.1 0.0
O -5.42863 -0.25835 -5.20866 0.0 0.0 0.0
O -5.46332 0.27962 -7.40072 0.2 0.1 0.4
H -5.67288 0.57930 -9.98071 0.0 0.2 0.0
H -4.35825 1.74436 -10.22479 0.0 0.0 0.0
H -4.00724 0.06724 -9.78579 0.0 0.0 0.1
H -5.29326 2.22295 -8.04187 0.0 0.0 0.1
H -2.91970 2.25711 -7.53622 0.0 0.0 0.2
H -2.75342 0.50555 -7.78427 -0.1 0.0 -0.1
C 3.80046 8.63798 -1.12295 -0.1 0.2 0.2
C 4.01648 7.22686 -0.62956 -0.1 0.6 -0.3
C 2.81964 6.32099 -0.76608 -0.1 -0.3 -0.3
O 3.04550 5.36957 0.28189 0.0 0.5 0.1
C 3.76934 6.00550 1.24660 0.0 0.1 0.2
O 3.96436 5.57040 2.33320 0.0 0.0 -0.1
O 4.22888 7.20049 0.79200 -0.1 -0.4 0.0
H 4.55105 9.30844 -0.70488 0.1 -0.1 -0.1
H 3.85649 8.67943 -2.21069 0.0 0.0 0.0
H 2.82517 9.01820 -0.81405 0.0 -0.1 0.0
H 4.90152 6.79403 -1.10514 0.0 -0.1 0.0
H 2.76560 5.82557 -1.73365 0.0 -0.2 0.1
H 1.87186 6.82821 -0.56942 0.1 0.1 0.0
```
Forces are in eV/Å.

Mulliken atomic charge list, values in e, 2 entries:
1 N -0.35
2 C 0.41

---

| no. | E_tot (eV) |
| --- | --- |
| 1 | -322752.0912 |
| 2 | -77821.4835 |